Record 1
{
  "formula": "C38H54MnN2O2PSb2",
  "method": "the ωB97M-V functional and the def2-TZVPD basis",
  "energy_ev": -101027.32343,
  "homo_lumo_gap_ev": [5.02, 6.41],
  "spin_multiplicity": 5,
  "de_lowest_kj_mol": 0.0,
  "total_charge": 2,
  "molar_mass_g_mol": 900.3,
  "species": ["Mn", "C", "O", "C", "C", "C", "C", "C", "C", "N", "N", "C", "C", "O", "C", "C", "C", "C", "C", "C", "C", "C", "H", "H", "H", "H", "H", "H", "H", "H", "H", "H", "H", "H", "H", "C", "Sb", "C", "C", "C", "C", "C", "C", "C", "C", "C", "Sb", "C", "C", "H", "H", "H", "H", "H", "H", "H", "H", "H", "H", "H", "H", "H", "H", "H", "H", "H", "H", "H", "H", "C", "C", "C", "P", "C", "C", "C", "C", "C", "C", "H", "H", "H", "H", "H", "H", "H", "H", "H", "H", "H", "H", "H", "H", "H", "H", "H", "H", "H", "H", "H"],
  "positions_angstrom": [[0.37, 0.23, 0.24], [3.67, -0.28, 1.18], [2.41, 0.39, 1.34], [2.26, 1.18, 2.46], [3.20, 1.29, 3.47], [2.91, 2.06, 4.59], [1.69, 2.72, 4.69], [0.76, 2.62, 3.66], [1.06, 1.86, 2.54], [0.17, 1.77, 1.41], [-0.66, 2.74, 1.32], [-1.50, 2.96, 0.33], [-1.44, 2.24, -0.90], [-0.63, 1.26, -1.07], [-2.25, 2.65, -1.99], [-3.11, 3.69, -1.83], [-3.24, 4.43, -0.61], [-4.14, 5.50, -0.52], [-4.24, 6.23, 0.64], [-3.42, 5.89, 1.73], [-2.52, 4.84, 1.66], [-2.42, 4.10, 0.48], [3.84, -0.98, 1.99], [4.48, 0.46, 1.14], [3.61, -0.82, 0.24], [4.15, 0.77, 3.41], [3.64, 2.15, 5.38], [1.46, 3.32, 5.56], [-0.18, 3.15, 3.71], [-2.16, 2.12, -2.93], [-3.74, 3.98, -2.66], [-4.76, 5.74, -1.37], [-4.93, 7.05, 0.72], [-3.48, 6.47, 2.64], [-1.90, 4.60, 2.51], [4.08, 1.56, -2.83], [2.41, 0.51, -2.04], [3.32, -1.42, -2.28], [1.11, 0.58, -3.75], [1.53, -0.36, -4.84], [2.30, 0.15, -5.89], [2.77, -0.67, -6.90], [2.47, -2.02, -6.88], [1.72, -2.53, -5.84], [1.24, -1.72, -4.81], [0.45, -2.46, -3.75], [-0.39, -1.77, -1.90], [-1.13, -3.72, -1.46], [-2.21, -0.96, -2.66], [4.34, 1.09, -3.77], [4.91, 1.49, -2.13], [3.83, 2.61, -2.99], [3.33, -1.69, -3.34], [2.81, -2.19, -1.71], [4.35, -1.34, -1.93], [1.15, 1.62, -4.08], [0.10, 0.42, -3.39], [2.52, 1.21, -5.91], [3.36, -0.25, -7.71], [2.82, -2.68, -7.67], [1.49, -3.59, -5.82], [1.02, -3.34, -3.42], [-0.47, -2.86, -4.19], [-1.50, -4.13, -2.40], [-1.95, -3.67, -0.75], [-0.34, -4.36, -1.08], [-2.84, -1.80, -2.93], [-1.99, -0.37, -3.55], [-2.71, -0.33, -1.93], [-0.30, -3.97, 2.89], [0.05, -2.98, 1.78], [1.57, -2.93, 1.57], [-0.70, -1.31, 1.91], [-0.74, -0.73, 3.65], [0.63, -0.85, 4.32], [-1.82, -1.37, 4.53], [-2.41, -1.40, 1.24], [-3.25, -2.61, 1.67], [-3.15, -0.08, 1.45], [0.06, -4.96, 2.61], [-1.37, -4.06, 3.07], [0.18, -3.72, 3.83], [-0.40, -3.34, 0.86], [2.08, -2.63, 2.49], [1.87, -2.25, 0.77], [1.93, -3.93, 1.31], [-0.98, 0.34, 3.54], [0.80, -1.86, 4.68], [0.67, -0.18, 5.18], [1.46, -0.59, 3.66], [-1.72, -2.45, 4.59], [-2.83, -1.13, 4.21], [-1.70, -0.98, 5.54], [-2.24, -1.50, 0.16], [-3.51, -2.57, 2.73], [-2.75, -3.56, 1.47], [-4.18, -2.60, 1.10], [-3.42, 0.07, 2.49], [-4.08, -0.08, 0.87], [-2.58, 0.79, 1.13]],
  "mulliken_charge": [1.32, -1.15, 0.70, -0.78, -0.36, -0.92, -0.99, -0.23, 0.57, 0.28, -0.62, -0.84, 1.60, -0.11, -1.07, -0.90, 0.56, -0.99, -0.64, -0.81, -0.30, 0.71, 0.43, 0.32, 0.28, 0.56, 0.47, 0.43, 0.45, 0.47, 0.44, 0.44, 0.43, 0.45, 0.44, -1.26, 0.51, -1.38, -0.23, 0.93, -0.83, -0.79, -0.73, -0.82, 0.53, -1.56, 0.18, -1.58, -1.13, 0.40, 0.40, 0.39, 0.54, 0.20, 0.58, 1.01, -0.64, 0.47, 0.44, 0.43, 0.48, 0.68, 0.89, 0.60, 0.41, 0.45, 0.67, 0.42, 0.17, -1.84, 1.69, -0.98, 0.66, 1.11, -1.49, -1.54, 2.35, -1.81, -2.33, 0.49, 0.37, 0.35, -0.56, 0.30, -0.29, 0.62, 0.26, 0.29, 0.52, 0.10, 0.22, 0.34, 0.51, -1.45, 0.29, 0.39, 0.49, 0.29, 0.55, 0.69]
}



Record 2
{
  "formula": "C38H54N12O13S",
  "method": "the ωB97M-V functional and the def2-TZVPD basis",
  "energy_ev": -95596.08170,
  "homo_lumo_gap_ev": 8.76,
  "de_lowest_kj_mol": 6.8,
  "total_charge": 0,
  "molar_mass_g_mol": 919.0,
  "species": ["N", "C", "C", "C", "C", "C", "H", "H", "H", "H", "H", "N", "C", "C", "C", "C", "C", "H", "H", "H", "H", "H", "N", "C", "C", "C", "C", "C", "H", "H", "H", "H", "H", "N", "C", "C", "C", "C", "C", "H", "H", "H", "H", "H", "N", "C", "C", "C", "C", "C", "H", "H", "H", "H", "H", "N", "C", "C", "C", "C", "C", "H", "H", "H", "H", "H", "C", "S", "O", "C", "H", "H", "H", "H", "H", "H", "C", "N", "O", "O", "H", "H", "H", "C", "N", "O", "O", "H", "H", "H", "C", "N", "O", "O", "H", "H", "H", "C", "N", "O", "O", "H", "H", "H", "C", "N", "O", "O", "H", "H", "H", "C", "N", "O", "O", "H", "H", "H"],
  "positions_angstrom": [[-5.63, 0.00, 4.27], [-6.29, -0.57, 3.26], [-5.95, -0.31, 1.96], [-4.88, 0.51, 1.64], [-4.15, 1.03, 2.66], [-4.60, 0.76, 3.96], [-7.11, -1.25, 3.50], [-6.61, -0.72, 1.20], [-4.57, 0.66, 0.64], [-3.31, 1.70, 2.54], [-4.06, 1.19, 4.78], [0.95, -0.14, -0.42], [-0.18, -0.84, -0.36], [-1.40, -0.33, 0.12], [-1.37, 0.99, 0.59], [-0.19, 1.71, 0.67], [0.94, 1.07, 0.16], [-0.15, -1.87, -0.84], [-2.30, -0.91, 0.03], [-2.27, 1.54, 0.88], [-0.11, 2.66, 1.16], [1.89, 1.63, 0.15], [0.03, 0.72, -5.39], [-0.81, 1.43, -4.64], [-1.94, 2.05, -5.10], [-2.36, 1.81, -6.38], [-1.55, 0.99, -7.17], [-0.32, 0.50, -6.67], [-0.55, 1.48, -3.59], [-2.48, 2.66, -4.38], [-3.32, 2.15, -6.76], [-1.94, 0.64, -8.08], [0.38, -0.15, -7.28], [4.45, 1.95, 2.59], [4.97, 0.91, 3.20], [6.28, 0.48, 3.14], [7.15, 1.24, 2.39], [6.66, 2.47, 1.89], [5.33, 2.78, 1.95], [4.20, 0.31, 3.68], [6.60, -0.42, 3.65], [8.20, 0.94, 2.27], [7.32, 3.13, 1.32], [4.88, 3.74, 1.59], [7.52, -0.19, -0.78], [6.83, -1.23, -0.25], [5.46, -1.30, -0.18], [4.77, -0.25, -0.81], [5.51, 0.76, -1.45], [6.86, 0.80, -1.33], [7.43, -2.02, 0.20], [4.94, -2.16, 0.22], [3.68, -0.36, -0.87], [4.99, 1.43, -2.08], [7.36, 1.57, -1.92], [-0.61, -4.58, 3.16], [-1.43, -4.02, 2.27], [-2.21, -2.93, 2.55], [-2.19, -2.42, 3.83], [-1.38, -3.05, 4.80], [-0.62, -4.14, 4.42], [-1.46, -4.42, 1.27], [-2.83, -2.55, 1.73], [-2.76, -1.55, 4.15], [-1.39, -2.77, 5.82], [0.03, -4.59, 5.14], [-3.44, -2.99, -1.44], [-3.97, -2.27, -2.98], [-4.26, -0.86, -2.63], [-2.32, -2.18, -3.71], [-3.19, -4.02, -1.57], [-4.30, -2.87, -0.81], [-2.62, -2.37, -1.05], [-2.33, -1.62, -4.61], [-1.89, -3.15, -3.98], [-1.66, -1.66, -3.00], [1.92, -1.90, -3.54], [3.37, -2.44, -3.56], [3.50, -3.60, -3.17], [4.34, -1.71, -3.78], [1.63, -1.78, -2.50], [1.34, -2.69, -4.07], [1.80, -0.97, -4.11], [1.69, -1.93, 2.28], [2.83, -2.46, 3.13], [2.78, -2.37, 4.33], [3.77, -2.96, 2.54], [1.01, -2.81, 2.22], [2.17, -1.70, 1.33], [1.25, -1.02, 2.76], [1.99, -5.86, -0.52], [0.63, -5.32, -0.67], [0.34, -4.17, -0.34], [-0.16, -6.14, -1.15], [2.16, -6.67, -1.24], [2.03, -6.31, 0.49], [2.69, -5.01, -0.62], [-2.52, 5.72, -0.11], [-2.62, 6.51, -1.36], [-3.30, 7.49, -1.40], [-2.00, 6.02, -2.31], [-2.43, 4.64, -0.38], [-3.44, 5.93, 0.38], [-1.71, 6.23, 0.47], [0.38, 5.20, 4.62], [-0.56, 4.90, 3.53], [-0.70, 5.65, 2.59], [-1.22, 3.85, 3.65], [-0.11, 5.93, 5.27], [1.33, 5.58, 4.26], [0.59, 4.37, 5.23], [-5.15, 1.96, -2.28], [-4.16, 2.59, -1.38], [-3.00, 2.55, -1.69], [-4.55, 3.04, -0.29], [-5.31, 0.91, -1.93], [-4.86, 2.00, -3.33], [-6.12, 2.45, -2.18]],
  "mulliken_charge": [-0.59, -0.33, -0.61, 0.32, -0.03, -0.62, 0.36, 0.37, 0.24, 0.52, 0.45, 0.30, -0.25, 0.36, -0.11, -1.01, -0.68, 0.09, 0.04, 0.22, 0.53, 0.39, -0.34, -0.53, -0.28, -0.33, -0.38, -0.36, 0.67, 0.41, 0.36, 0.42, 0.32, -0.51, -0.25, -0.45, -0.11, -0.43, -0.18, 0.46, 0.39, 0.36, 0.37, 0.34, -0.57, -0.55, -0.23, 0.41, -0.72, -0.35, 0.38, 0.29, 0.54, 0.46, 0.35, -0.52, -0.57, 0.10, -0.02, -0.63, -0.40, 0.49, 0.22, 0.47, 0.49, 0.38, -0.40, 0.11, -0.42, -0.63, 0.57, 0.44, -0.46, 0.38, 0.45, -0.06, -0.28, 0.90, -0.57, -0.53, -0.08, 0.25, 0.26, 0.30, 1.03, -0.60, -0.59, -0.16, -0.17, 0.23, -0.70, 0.77, -0.30, -0.53, 0.30, 0.31, 0.19, -0.32, 0.99, -0.58, -0.56, -0.12, 0.29, 0.32, -0.84, 0.81, -0.50, -0.46, 0.31, 0.32, 0.35, -0.78, 0.93, -0.31, -0.55, 0.27, 0.22, 0.34]
}